{
  "formula": "C34H101NO31",
  "method": "ωB97M-V/def2-TZVPD",
  "mol_weight_g_mol": 1020.2,
  "homo_ev": -9.3,
  "gap_ev": 9.38,
  "symbols": ["C", "C", "C", "O", "C", "N", "H", "H", "H", "H", "H", "H", "H", "H", "H", "H", "H", "C", "C", "O", "O", "H", "H", "H", "H", "H", "H", "C", "C", "O", "O", "H", "H", "H", "H", "H", "H", "C", "C", "O", "O", "H", "H", "H", "H", "H", "H", "C", "C", "O", "O", "H", "H", "H", "H", "H", "H", "C", "C", "O", "O", "H", "H", "H", "H", "H", "H", "C", "C", "O", "O", "H", "H", "H", "H", "H", "H", "C", "C", "O", "O", "H", "H", "H", "H", "H", "H", "C", "C", "O", "O", "H", "H", "H", "H", "H", "H", "C", "C", "O", "O", "H", "H", "H", "H", "H", "H", "C", "C", "O", "O", "H", "H", "H", "H", "H", "H", "C", "C", "O", "O", "H", "H", "H", "H", "H", "H", "C", "C", "O", "O", "H", "H", "H", "H", "H", "H", "C", "C", "O", "O", "H", "H", "H", "H", "H", "H", "C", "C", "O", "O", "H", "H", "H", "H", "H", "H", "C", "C", "O", "O", "H", "H", "H", "H", "H", "H"],
  "coordinates": [[1.38503, -1.14369, -0.73416], [0.13671, -1.18849, 0.12837], [-0.30198, 0.18719, 0.64166], [-1.43111, -0.01502, 1.48210], [-2.06946, 1.19465, 1.85771], [-0.94110, -1.85517, -0.63158], [2.14824, -0.48887, -0.30388], [1.03920, -0.63203, -1.64888], [1.78752, -2.06407, -1.14969], [0.34135, -1.81339, 1.00545], [-0.59822, 0.78494, -0.22515], [0.52280, 0.63227, 1.20478], [-1.41799, 1.94742, 2.30162], [-2.77355, 0.87035, 2.62963], [-2.67385, 1.62250, 1.05573], [-1.30026, -1.22904, -1.35412], [-1.67854, -2.09777, 0.02141], [4.79682, 1.61862, 0.90954], [5.94603, 1.40592, 1.88799], [7.15015, 1.95659, 1.40046], [3.55643, 1.20591, 1.47696], [4.96900, 0.98215, 0.03811], [4.80809, 2.66028, 0.58552], [6.07468, 0.33981, 2.09523], [5.67750, 1.75751, 2.89388], [7.04257, 2.91069, 1.33054], [3.60239, 0.23079, 1.46881], [-1.12594, 6.15412, 2.57246], [-1.98316, 4.91510, 2.53351], [-2.31927, 4.52513, 1.20346], [-1.94483, 7.32294, 2.36327], [-0.38399, 6.12305, 1.76868], [-0.52904, 6.41528, 3.44909], [-2.90334, 5.08329, 3.10094], [-1.51310, 4.02829, 2.96356], [-3.04923, 5.07328, 0.89581], [-1.84423, 7.63918, 1.46342], [1.12873, 1.99005, 3.91608], [1.79723, 2.90185, 4.93491], [3.20856, 2.78664, 4.97743], [1.38614, 2.41291, 2.57631], [0.04340, 1.87477, 3.99182], [1.47516, 0.95795, 4.07431], [1.42975, 2.63604, 5.93607], [1.44109, 3.92460, 4.81504], [3.40496, 1.99725, 5.48810], [2.25507, 2.00933, 2.35607], [-1.13830, -4.94006, -2.08789], [-1.94292, -4.66039, -3.36313], [-2.36034, -3.29934, -3.45336], [0.00510, -4.12447, -1.98964], [-0.79268, -5.98071, -2.12076], [-1.71745, -4.85964, -1.16176], [-2.81236, -5.32897, -3.33171], [-1.29946, -4.86011, -4.21919], [-3.07002, -3.20370, -2.76345], [-0.24707, -3.31230, -1.49674], [-4.41364, -3.73886, -0.29362], [-5.66103, -3.24495, 0.44744], [-5.45635, -1.93310, 0.92325], [-4.31607, -3.03318, -1.53571], [-4.48208, -4.81633, -0.44753], [-3.50151, -3.54363, 0.27935], [-5.86836, -3.95307, 1.25983], [-6.51691, -3.23457, -0.22292], [-4.77209, -1.95257, 1.61463], [-4.32179, -2.08891, -1.28546], [-5.18434, 1.52409, -2.35853], [-5.11788, 0.09568, -1.81157], [-3.91860, -0.18278, -1.13142], [-4.92327, 2.47469, -1.33822], [-6.18016, 1.71235, -2.75281], [-4.42809, 1.59722, -3.15305], [-5.31986, -0.60763, -2.63133], [-5.92187, 0.00081, -1.07688], [-3.15039, 0.01120, -1.70741], [-4.06057, 2.25458, -0.96576], [5.45445, -1.36258, -2.88020], [4.26695, -2.26962, -2.68547], [4.65192, -3.42509, -1.93539], [5.65364, -0.53774, -1.70705], [5.25199, -0.64224, -3.68116], [6.35962, -1.88293, -3.19781], [3.95037, -2.59556, -3.68161], [3.41203, -1.76403, -2.23345], [3.87608, -3.99337, -1.83933], [6.36353, 0.07436, -1.93048], [-5.91869, 1.93762, 3.05881], [-5.21728, 3.27904, 2.96933], [-5.14017, 3.90468, 4.24825], [-7.31667, 2.11868, 3.26239], [-5.51782, 1.34910, 3.88826], [-5.69863, 1.37872, 2.14054], [-5.68354, 3.91394, 2.21194], [-4.18347, 3.02142, 2.72597], [-6.04809, 4.16855, 4.45150], [-7.68596, 1.32636, 3.65691], [-0.87159, 3.43266, -2.88628], [-0.08033, 3.86653, -4.13390], [1.11256, 4.45664, -3.72681], [-0.21480, 2.34605, -2.25454], [-1.86678, 3.06660, -3.15388], [-0.94203, 4.31439, -2.24561], [-0.74021, 4.57768, -4.63748], [0.09816, 3.02679, -4.81526], [1.77777, 3.84880, -3.37795], [0.41099, 2.63103, -1.56850], [-0.69629, -0.57202, -4.92812], [-1.86040, 0.04991, -4.12396], [-1.63678, 0.03161, -2.72912], [-0.97030, -1.84815, -5.42604], [0.14923, -0.63163, -4.22759], [-0.33901, 0.12915, -5.68163], [-2.79391, -0.42242, -4.43103], [-1.95482, 1.08315, -4.48039], [-1.06574, 0.77676, -2.47589], [-1.42165, -2.38446, -4.74671], [1.61899, 4.46248, -0.31739], [2.97139, 4.96720, 0.20316], [4.04976, 4.60840, -0.64716], [1.51339, 3.05132, -0.24361], [1.37997, 4.82208, -1.32135], [0.84025, 4.95527, 0.28015], [3.10860, 4.65847, 1.24139], [2.90770, 6.06033, 0.16860], [3.72530, 4.10572, -1.40638], [1.65631, 2.83011, 0.68714], [2.45560, 0.48940, -3.16260], [3.18279, 1.42358, -2.16357], [3.24770, 2.75383, -2.66890], [3.31146, 0.06656, -4.21031], [1.59562, 1.04202, -3.55811], [2.07086, -0.40199, -2.66993], [4.17294, 1.00288, -1.96399], [2.67017, 1.43689, -1.20150], [3.81916, 2.75475, -3.44559], [3.60414, 0.82554, -4.72319], [3.32347, -2.53271, 2.34118], [4.21732, -3.65120, 2.82003], [4.78425, -4.41327, 1.75977], [3.98826, -1.48768, 1.64227], [2.86866, -2.10111, 3.23544], [2.56709, -2.94623, 1.66607], [3.65556, -4.36706, 3.42174], [4.99314, -3.29653, 3.50947], [5.43696, -3.88589, 1.28380], [4.38570, -1.86803, 0.84306], [0.82396, -5.69971, 0.53077], [1.94222, -5.11868, -0.31125], [3.20211, -5.72186, -0.17678], [0.94335, -5.16342, 1.86470], [0.93429, -6.78693, 0.52636], [-0.14018, -5.35055, 0.15559], [1.96665, -4.03129, -0.14822], [1.66459, -5.13041, -1.36991], [3.64815, -5.39152, 0.61564], [0.13957, -5.44534, 2.32982], [-1.79975, -2.91177, 2.94352], [-2.18142, -4.27885, 3.48093], [-1.00862, -4.98885, 3.82834], [-2.90465, -2.16724, 2.42437], [-1.02990, -2.94998, 2.17013], [-1.32432, -2.30682, 3.72981], [-2.65240, -4.78482, 2.63313], [-2.91025, -4.20534, 4.28886], [-0.74365, -4.66505, 4.69626], [-2.49868, -1.36751, 2.02392]],
  "atomic_forces_ev_per_a": [[-1.0, 1.5, -0.7], [-0.2, -1.0, 0.3], [0.3, -1.0, -0.4], [0.4, 0.5, 0.0], [-0.9, -0.6, 0.6], [0.5, -0.1, 0.6], [0.1, -0.4, 0.0], [-0.2, -0.1, 0.7], [-0.2, -0.4, 0.8], [-0.1, 0.0, 0.1], [0.1, 0.4, 0.1], [-0.2, 0.3, -0.1], [0.3, -0.1, -0.3], [-0.1, 0.3, 0.1], [0.3, 0.1, -0.2], [0.0, -0.3, 0.1], [-0.2, 0.1, -0.3], [0.7, -0.5, 0.0], [-0.5, -0.3, 0.7], [0.1, -0.2, 0.0], [-0.1, 0.2, -0.1], [0.2, 0.2, -0.1], [-0.6, 0.0, 0.1], [0.4, -0.1, -0.6], [-0.1, 0.6, -0.2], [0.0, 0.0, 0.0], [-0.2, 0.0, 0.3], [0.4, 1.3, -0.8], [-0.3, -0.5, 0.4], [0.0, 0.2, -0.2], [-0.2, -0.2, 0.0], [0.0, -0.3, -0.1], [-0.4, -0.8, 0.5], [0.1, 0.1, 0.1], [0.3, 0.2, 0.1], [0.0, 0.0, 0.0], [0.0, -0.1, 0.0], [0.1, -0.3, -0.5], [-1.1, -0.6, 1.1], [-0.1, 0.4, -0.6], [0.6, -0.4, 0.4], [0.0, 0.6, 0.5], [0.3, 0.1, -0.1], [-0.3, -0.1, -0.1], [0.6, 0.2, -0.4], [0.1, 0.0, 0.0], [0.0, 0.2, -0.2], [0.4, 0.0, -0.3], [0.1, 0.2, 0.9], [-0.5, -0.5, 0.6], [-0.2, 0.2, -0.3], [-0.1, 0.0, -0.1], [-0.5, 0.2, -0.2], [0.0, 0.0, -0.4], [-0.1, -0.1, -0.1], [0.5, 0.2, -0.5], [-0.3, 0.1, -0.2], [-0.5, 0.4, -0.1], [1.0, -0.5, 0.4], [-0.2, 0.3, 0.2], [0.0, -0.2, 0.2], [0.0, 0.0, -0.5], [-0.2, 0.0, 0.3], [-0.1, 0.1, 0.1], [0.0, 0.0, -0.1], [-0.1, -0.1, -0.3], [0.2, 0.0, -0.1], [0.7, -0.6, 0.3], [-1.1, 0.6, -0.1], [0.5, 0.0, 0.0], [0.0, 0.1, -0.1], [0.0, 0.1, -0.1], [-0.2, 0.2, -0.2], [0.1, 0.0, 0.0], [0.1, -0.2, 0.0], [-0.1, -0.2, -0.1], [-0.1, 0.0, 0.1], [-0.1, 1.2, -0.2], [0.4, -0.8, -0.6], [-0.2, 0.4, 0.3], [0.4, -0.6, 0.0], [-0.2, -0.6, 0.0], [0.0, -0.4, 0.5], [-0.1, 0.1, -0.1], [0.4, 0.1, 0.1], [0.2, -0.2, 0.1], [0.1, 0.0, 0.3], [-0.1, -0.2, -0.2], [0.3, -1.0, 0.8], [-0.6, 0.3, -0.3], [0.1, 0.3, -0.1], [0.3, 0.2, 0.1], [-0.3, 0.0, -0.1], [0.1, 0.0, 0.0], [0.0, 0.4, -0.4], [0.2, 0.0, 0.2], [0.0, -0.1, 0.0], [0.4, -0.3, -0.9], [-0.9, -0.7, 0.8], [0.5, 1.2, -0.3], [-0.1, -0.3, 0.1], [-0.1, 0.2, 0.0], [-0.1, -0.2, 0.2], [0.5, 0.3, -0.2], [-0.1, -0.1, 0.1], [-0.3, -0.5, -0.1], [0.0, 0.0, 0.3], [0.2, -0.2, 1.5], [0.7, 0.8, -1.5], [-0.7, -0.2, 0.3], [-0.1, 0.0, -0.7], [0.0, 0.0, 0.1], [-0.4, -0.4, -0.6], [0.0, -0.4, 0.6], [-0.1, 0.1, 0.3], [0.2, 0.3, -0.2], [0.1, 0.3, 0.1], [0.0, 0.9, 0.8], [-0.8, 0.5, -1.5], [0.3, -0.1, 0.5], [0.0, 0.3, -0.2], [0.5, -0.4, -0.2], [0.0, -0.3, 0.3], [0.3, -0.2, 0.0], [0.0, 0.1, 0.4], [-0.1, -0.2, 0.1], [-0.3, -0.3, 0.0], [0.3, 1.0, 0.3], [-0.4, -1.6, -0.1], [0.1, 0.4, -0.2], [-0.1, 0.1, -0.3], [0.0, -0.1, 0.0], [0.7, 0.4, -0.7], [-0.1, 0.3, -0.2], [-0.1, 0.4, -0.3], [0.1, 0.1, 0.1], [-0.2, 0.0, -0.1], [-0.4, -0.4, 0.0], [0.4, -0.3, 0.3], [0.1, 0.2, 0.0], [0.7, -0.1, -0.1], [-0.2, 0.2, -0.2], [-0.2, -0.1, 0.4], [-0.4, 0.1, -0.2], [0.1, 0.3, -0.3], [0.0, -0.1, 0.0], [-0.1, 0.2, 0.0], [0.6, 0.7, 0.4], [-0.4, 0.5, -0.8], [0.1, -0.2, 0.1], [-0.2, -0.5, -0.2], [-0.3, -0.1, 0.0], [0.1, -0.4, -0.3], [0.2, 0.0, 0.5], [0.1, -0.6, 0.3], [0.0, 0.0, 0.0], [0.5, 0.3, 0.3], [0.4, 1.4, 0.3], [-0.3, 0.5, -1.4], [-0.4, 0.0, 0.6], [0.0, -0.2, 0.0], [0.0, -0.7, -0.1], [-0.1, -0.2, 0.2], [0.0, -0.4, 0.3], [0.1, 0.0, 0.1], [0.3, -0.2, -0.1], [-0.2, -0.3, 0.1]]
}